DFT (wB97M-V/def2-TZVPD) results for a molecular structure, C19H13BrN3O2PdSSbSe4 at a distorted geometry.

Last column: Löwdin charge in e.
Element x y z (Å)
Sb (3.68, -0.54, 1.25)  -0.26
Pd (1.48, 0.60, -0.09)  0.41
Br (-2.01, 4.44, 3.06)  0.73
Se (5.58, -1.32, -0.13)  -0.31
Se (3.85, -0.47, 3.67)  -0.27
Se (3.46, 1.99, 0.44)  0.00
Se (1.71, -2.00, 0.59)  -0.17
S (-2.12, 0.59, -0.81)  1.03
O (0.79, 1.04, 1.68)  -0.31
O (-0.74, 2.58, 1.12)  -0.08
N (2.07, 0.11, -2.00)  -0.04
N (-1.22, -0.98, -3.18)  0.11
N (-0.55, 0.38, -1.37)  -0.27
C (-2.98, -2.65, -3.04)  -0.04
C (-1.11, 3.24, 5.41)  -0.18
C (-0.42, 2.36, 6.23)  -0.11
C (-0.27, -0.29, -2.41)  -0.36
C (1.49, -0.81, -4.11)  -0.03
C (-0.22, 2.16, 3.43)  -0.12
C (2.83, -0.86, -4.48)  -0.07
C (3.78, -0.42, -3.58)  -0.04
C (-4.03, -1.39, -0.82)  -0.10
C (-0.06, 1.96, 1.93)  -0.62
C (0.48, 1.29, 4.28)  -0.02
C (-4.66, -2.51, -1.34)  -0.11
C (-2.37, -1.50, -2.55)  -0.25
C (-1.01, 3.13, 4.03)  -0.59
C (3.35, 0.08, -2.36)  -0.20
C (-2.90, -0.86, -1.43)  -0.45
C (1.14, -0.34, -2.86)  -0.20
C (-4.13, -3.14, -2.45)  -0.11
C (0.38, 1.39, 5.66)  -0.08
H (-5.55, -2.90, -0.85)  0.09
H (3.11, -1.24, -5.45)  0.10
H (-0.80, -1.66, -3.80)  0.11
H (-4.40, -0.91, 0.08)  0.10
H (-4.60, -4.03, -2.85)  0.09
H (-1.74, 4.02, 5.84)  0.08
H (4.07, 0.46, -1.64)  -0.05
H (-0.50, 2.45, 7.30)  0.09
H (1.14, 0.55, 3.83)  0.05
H (0.96, 0.71, 6.27)  0.10
H (4.84, -0.46, -3.78)  0.11
H (0.74, -1.12, -4.83)  0.10
H (-2.54, -3.15, -3.90)  0.11

Orbital gap = 5.053 eV
Total charge = -2
LUMO energy = 3.8908 eV
Largest force on an atom = 1.1 eV/A
E_HOMO = -0.043 Eh
2S+1 = 1
ΔE to the lowest compared entry with this formula, charge and spin = 0.218 eV
Total energy = -380763.574 eV